(1)
Density functional theory data (ωB97M-V with the def2-TZVPD basis set) for the ion C28H41F6I2N2O6 with charge +1 at a distorted geometry.

Element x y z (Å)
1 C 4.83 -0.61 2.67
2 C 3.22 -0.75 2.73
3 C 2.46 0.56 2.10
4 O 1.39 0.05 1.31
5 C 0.40 1.02 0.88
6 O 1.15 2.30 0.96
7 O -0.55 1.15 1.91
8 C -1.94 1.06 1.81
9 C -2.69 -0.20 2.54
10 I -4.83 -0.70 2.31
11 C -2.09 -1.10 3.47
12 C -2.88 -2.34 4.14
13 I -0.07 -0.93 4.18
14 C -2.39 2.27 2.84
15 F -3.79 2.41 3.00
16 F -1.96 1.86 4.17
17 C -1.67 3.67 2.65
18 F -0.56 3.79 3.56
19 F -1.24 4.05 1.39
20 F -2.59 4.68 3.10
21 C -2.42 1.29 0.29
22 O -2.97 0.04 -0.25
23 C -3.54 2.40 0.01
24 C -5.08 1.95 0.04
25 C -5.89 3.11 -0.78
26 F -7.13 3.40 -0.12
27 N -1.35 1.65 -0.71
28 C -0.01 0.94 -0.65
29 C 0.85 1.95 -1.62
30 C 2.37 1.62 -1.85
31 O 3.03 0.69 -0.99
32 C 3.22 3.02 -1.85
33 N 3.03 3.64 -3.23
34 C -0.09 -0.41 -1.45
35 C 0.27 -1.83 -0.84
36 C -0.48 -2.30 0.49
37 O 1.72 -1.97 -0.81
38 C 2.12 -3.36 -0.78
39 C 2.14 -4.05 -2.25
40 C 0.94 -5.03 -2.53
41 C 0.79 -5.77 -3.88
42 C 1.88 -5.49 -4.97
43 C 3.08 -4.51 -4.69
44 C 3.22 -3.76 -3.33
45 H 5.13 0.43 3.07
46 H 5.27 -1.35 3.43
47 H 5.22 -0.78 1.61
48 H 2.88 -1.72 2.20
49 H 2.96 -0.89 3.84
50 H 2.16 1.17 3.03
51 H 3.31 1.08 1.51
52 H 0.89 2.77 1.78
53 H -3.31 -3.06 3.34
54 H -3.71 -1.90 4.80
55 H -2.21 -2.97 4.81
56 H -3.34 0.20 -1.14
57 H -3.41 2.82 -1.07
58 H -3.49 3.35 0.66
59 H -5.33 0.98 -0.50
60 H -5.49 2.00 1.11
61 H -5.23 4.01 -1.00
62 H -6.17 2.66 -1.81
63 H -1.71 1.50 -1.68
64 H -1.26 2.69 -0.66
65 H 0.72 3.05 -1.38
66 H 0.31 1.82 -2.65
67 H 2.50 1.22 -2.93
68 H 3.65 0.12 -1.47
69 H 2.78 3.70 -1.05
70 H 4.32 2.79 -1.73
71 H 2.89 4.65 -3.05
72 H 3.92 3.61 -3.75
73 H -1.13 -0.56 -1.94
74 H 0.59 -0.35 -2.40
75 H -0.06 -2.59 -1.65
76 H -1.52 -1.86 0.67
77 H 0.15 -2.18 1.45
78 H -0.64 -3.44 0.39
79 H 1.57 -4.02 -0.03
80 H 3.23 -3.36 -0.45
81 H 0.15 -5.20 -1.70
82 H -0.10 -6.45 -4.02
83 H 1.74 -6.03 -5.97
84 H 3.83 -4.35 -5.55
85 H 4.09 -3.04 -3.13

The HOMO energy comes out at -0.3934 Eh. As for the charge: +1. The SMILES is CCCO[C@]1(O)O[C@@](/C(I)=C(/C)I)(C(F)(F)C(F)(F)F)[C@@](O)(CCCF)[NH2+][C@]1(C[C@H](O)CN)C[C@H](C)OCc1ccccc1. As for the LUMO energy: -3.1 eV. As for the total energy: -77453.5678 eV.

(2)
Density functional theory data (ωB97M-V with the def2-TZVPD basis set) for a structure of composition C28H41N10P2Pt.

Element x y z (Å)
1 Pt 0.12 0.39 0.16
2 C -2.66 2.96 -0.15
3 C -2.62 2.20 -1.47
4 C -4.04 2.02 -1.99
5 P -1.64 0.64 -1.29
6 C -1.11 0.17 -2.99
7 C -2.07 0.44 -4.14
8 C -0.63 -1.28 -3.00
9 C -2.76 -0.61 -0.63
10 C -3.85 -1.14 -1.31
11 C -4.64 -2.15 -0.79
12 C -5.83 -2.70 -1.54
13 C -4.27 -2.65 0.47
14 C -3.20 -2.14 1.17
15 C -2.41 -1.09 0.65
16 N -1.27 -0.61 1.25
17 C -0.99 -0.87 2.59
18 C -1.95 -0.91 3.61
19 C -1.59 -1.23 4.91
20 C -0.28 -1.53 5.25
21 C 0.11 -1.88 6.67
22 C 0.68 -1.45 4.25
23 C 0.35 -1.09 2.94
24 P 1.49 -0.81 1.55
25 C 3.12 -0.11 2.09
26 C 3.68 -0.51 3.45
27 C 3.14 1.41 1.98
28 C 1.91 -2.46 0.86
29 C 2.74 -3.34 1.80
30 C 0.63 -3.19 0.44
31 H -3.22 3.89 -0.27
32 H -1.67 3.21 0.22
33 H -3.15 2.37 0.62
34 H -2.04 2.79 -2.20
35 H -4.63 1.43 -1.28
36 H -4.10 1.54 -2.96
37 H -4.51 3.00 -2.08
38 H -0.23 0.80 -3.13
39 H -2.97 -0.18 -4.07
40 H -1.58 0.19 -5.08
41 H -2.38 1.48 -4.19
42 H -1.46 -1.97 -2.84
43 H 0.12 -1.46 -2.23
44 H -0.17 -1.51 -3.97
45 H -4.10 -0.76 -2.30
46 H -5.75 -2.50 -2.60
47 H -6.76 -2.25 -1.19
48 H -5.92 -3.78 -1.40
49 H -4.84 -3.47 0.90
50 H -2.93 -2.59 2.12
51 H -2.97 -0.66 3.38
52 H -2.36 -1.24 5.68
53 H -0.76 -2.17 7.25
54 H 0.58 -1.03 7.17
55 H 0.82 -2.71 6.69
56 H 1.71 -1.68 4.50
57 H 3.78 -0.51 1.31
58 H 3.13 -0.01 4.25
59 H 4.71 -0.17 3.51
60 H 3.67 -1.59 3.64
61 H 2.36 1.87 2.60
62 H 2.97 1.74 0.96
63 H 4.11 1.79 2.31
64 H 2.48 -2.23 -0.04
65 H 2.25 -3.46 2.77
66 H 3.74 -2.94 1.96
67 H 2.85 -4.34 1.36
68 H 0.04 -3.47 1.32
69 H 0.88 -4.10 -0.11
70 H 0.00 -2.55 -0.19
71 N 1.77 3.34 -1.09
72 C 1.17 3.58 0.14
73 N 1.22 4.76 0.75
74 N 0.53 4.55 1.89
75 N 0.11 3.32 1.95
76 N 0.50 2.67 0.82
77 C 2.14 2.08 -1.54
78 N 3.09 1.90 -2.43
79 N 3.15 0.57 -2.62
80 N 2.29 -0.03 -1.87
81 N 1.60 0.91 -1.17
82 H 2.37 4.08 -1.43

The HOMO energy comes out at -0.1591 Eh. As for the charge: -1. As for the LUMO energy: 2.5 eV. As for the total energy: -66430.4775 eV. The value obtained for the relative energy (zero: lowest compared OMol25 entry of this formula, charge and spin) is 0.049 eV.